No. 1
Here is C41H38HgIN10O4P as an isolated structure from OMol25. Energies are from ωB97M-V/def2-TZVPD.

Output
* HOMO-LUMO gap (alpha / beta): 0.14206 / 0.20708 hartree
* ΔE to the lowest compared entry with this formula, charge and spin: 215.5 kJ/mol
* ⟨S²⟩: 0.793
* largest force on an atom: 0.7 eV Å⁻¹
* LUMO (alpha / beta): 2.1947 / 2.1903 eV

The geometry in ORCA input format:
```
! wB97M-V def2-TZVPD RIJCOSX def2/J DEFGRID3
* xyz -1 2
H 3.89 -3.15 -2.34
C -2.93 -6.41 4.03
C 5.33 -0.31 -1.92
C 0.38 -5.15 0.51
C -0.89 2.51 2.51
C -0.29 3.71 2.74
C -1.34 -1.08 7.90
C -0.99 -5.37 0.42
C -0.05 -1.48 8.22
C 0.93 -3.92 0.20
C 0.40 4.18 -3.74
H 3.97 3.26 0.17
N 0.47 3.98 1.64
C 0.19 -2.38 5.99
N -1.27 1.81 -1.59
H 4.33 0.59 3.89
H -4.94 -5.66 4.09
O 1.73 1.34 -1.00
H -0.34 4.39 3.58
H -2.86 -0.98 6.40
O 0.39 -2.46 3.05
C 0.15 -2.83 -0.25
H -1.43 -6.32 0.69
N -0.50 2.06 1.30
H 6.10 0.60 2.28
H -1.57 1.95 3.14
C 2.30 0.46 2.97
C -1.23 -3.11 -0.37
H 2.38 4.87 1.62
H 5.59 -2.79 -2.08
C -3.50 -4.07 4.17
H -2.86 -4.47 -0.13
H -3.23 -7.45 3.96
C -1.71 -2.26 4.28
Hg -0.39 0.04 0.35
H -0.15 -4.48 4.05
C 3.01 0.75 0.96
N 1.91 0.54 1.66
H 1.03 -5.93 0.87
H -0.83 -6.84 3.95
H 1.13 4.58 -3.04
C 1.34 5.14 1.47
C -3.89 -5.41 4.10
H -4.26 -3.31 4.20
C 3.06 0.75 -0.57
H -0.16 5.01 -4.18
C -1.20 -4.74 4.10
H -3.10 1.40 -2.61
C 3.05 -0.69 -1.05
C 5.51 0.93 1.42
H 0.80 -2.86 5.24
H 1.05 5.89 2.22
H 5.34 3.30 -0.97
C 4.21 1.53 -1.13
H 1.99 -3.77 0.36
N -2.75 -1.32 3.95
C 3.65 0.62 3.06
C -1.73 2.89 -3.49
C -2.48 -0.64 2.77
I -2.53 -1.66 -1.13
N 5.26 1.02 -1.77
C -0.28 2.63 -1.86
H 2.27 -2.56 -1.41
C 0.32 2.95 0.77
H 0.92 3.64 -4.52
C -1.79 -4.33 -0.03
H 1.58 0.28 3.76
N -0.52 3.31 -3.02
N 4.10 0.79 1.77
C -1.59 -6.07 4.02
H 0.36 -1.29 9.20
N -1.24 -1.01 2.31
C 0.71 -2.13 7.26
H 1.22 5.57 0.48
O 4.60 -3.30 -0.39
O -3.24 0.18 2.27
H -2.15 3.26 -4.41
C -2.18 1.96 -2.59
C -1.86 -1.32 6.64
H -1.95 -0.57 8.64
H 6.27 -0.70 -2.32
C 2.02 -1.60 -0.97
H 5.76 0.31 0.56
H 3.90 -2.87 0.13
H 3.70 3.64 -1.52
H 1.72 -2.45 7.48
C 4.59 -2.64 -1.67
C -1.10 -1.98 5.67
C -0.70 -1.92 3.14
P 1.21 2.87 -0.84
C -2.15 -3.72 4.18
C 4.32 -1.17 -1.57
H -3.69 -1.34 4.30
N 0.70 -1.60 -0.52
H 5.76 1.97 1.19
C 4.30 3.01 -0.85
*
```

---

No. 2
Here is a 2-piece molecular cluster, C3H2O2 overall from OMol25. Energies are from ωB97M-V/def2-TZVPD.

Output
* HOMO-LUMO gap: 0.38917 hartree
* ΔE to the lowest compared entry with this formula, charge and spin: 262.1 kJ/mol
* largest force on an atom: 0.7 eV Å⁻¹
* LUMO: -0.4737 eV

The geometry in ORCA input format:
```
! wB97M-V def2-TZVPD RIJCOSX def2/J DEFGRID3
* xyz 0 1
O 0.33 -1.55 -0.23
H -1.95 0.28 -0.69
H -2.53 0.23 0.74
C 2.85 1.15 0.08
C 1.06 -0.67 -0.12
O -1.71 0.28 0.24
C 1.94 0.28 -0.02
*
```

---

No. 3
Here is a 2-piece molecular cluster, C4H11O2S overall from OMol25. Energies are from ωB97M-V/def2-TZVPD.

Output
* HOMO-LUMO gap: 0.21975 hartree
* ΔE to the lowest compared entry with this formula, charge and spin: 73.6 kJ/mol
* largest force on an atom: 2.5 eV Å⁻¹
* LUMO: 3.4691 eV

The geometry in ORCA input format:
```
! wB97M-V def2-TZVPD RIJCOSX def2/J DEFGRID3
* xyz -1 1
H 1.66 -0.86 -0.72
H 0.60 -2.38 0.71
C -0.06 -1.98 -0.09
C -1.10 -1.14 0.70
O 0.95 -1.82 -2.32
H 0.47 0.33 1.06
O 2.17 2.51 -0.56
H 0.07 -0.18 -1.24
H -0.53 -0.26 2.54
H 1.69 2.73 0.24
H -1.90 -0.76 0.03
H 2.60 1.70 -0.28
H 0.48 -1.29 -2.95
H -1.72 -1.85 1.29
S -1.38 1.60 1.10
C -0.52 0.07 1.49
H -0.56 -2.88 -0.46
C 0.66 -1.09 -1.05
*
```

---

No. 4
Here is C33H41Cl2IrN2O2Te as an isolated structure from OMol25. Energies are from ωB97M-V/def2-TZVPD.

Output
* HOMO-LUMO gap (alpha / beta): 0.26167 / 0.20842 hartree
* ΔE to the lowest compared entry with this formula, charge and spin: 158.5 kJ/mol
* ⟨S²⟩: 0.761
* largest force on an atom: 3.1 eV Å⁻¹
* LUMO (alpha / beta): -3.1069 / -4.5115 eV

The geometry in ORCA input format:
```
! wB97M-V def2-TZVPD RIJCOSX def2/J DEFGRID3
* xyz 1 2
H -3.84 1.96 -1.22
H -1.57 -0.06 -3.52
H -1.88 4.52 0.11
H 2.95 -2.31 0.65
C 0.70 -3.09 -0.39
H -2.46 3.96 -2.15
H 2.88 3.42 0.32
H -3.69 1.92 1.97
H 2.95 0.37 -2.77
H -1.11 3.64 -3.24
H -3.74 -4.19 3.68
H -1.89 3.33 2.96
C -0.96 1.67 -1.49
H 4.35 1.39 -2.45
C 3.26 1.35 -2.40
C 2.73 -1.49 2.62
H 2.40 -1.15 -2.07
C 3.05 3.15 -0.72
O -1.92 -1.30 -1.43
C -2.91 1.44 1.38
C -4.28 -4.14 1.60
C 3.58 0.85 0.05
C -2.59 3.76 0.45
N 0.96 -1.86 -0.82
C -0.84 2.01 -0.06
H 2.40 3.78 -1.34
C -3.47 1.38 -2.06
O -1.36 -1.20 1.35
H -4.55 -3.89 -0.50
C -2.10 3.30 -2.94
C -1.74 0.99 -3.77
C 0.34 1.33 -1.90
C 5.03 -2.92 3.24
H -0.13 -3.26 0.29
N 2.03 -1.97 -1.62
H -0.67 2.07 2.77
H -3.38 0.97 0.52
H -0.87 1.38 -4.31
H 2.77 -0.85 4.68
C -2.77 -2.11 -1.08
H 4.98 -3.58 1.20
C 0.51 1.86 0.28
H -3.48 0.33 -1.80
Cl -1.67 -2.35 4.02
C -2.25 -2.15 1.37
C 1.60 -4.01 -0.95
C -4.00 -3.58 0.38
H 2.87 2.07 -3.11
H -0.40 3.70 2.10
H 3.28 -3.51 -2.35
H 4.65 1.08 -0.05
C -1.15 2.92 2.27
C -1.87 2.51 0.98
C -2.99 -2.61 0.26
C -2.56 -2.79 2.60
H -3.44 -2.54 -1.85
H 5.93 -3.48 3.48
C 2.44 -3.25 -1.73
H -3.17 4.19 1.27
H -4.16 1.53 -2.89
C 4.50 -2.98 1.96
H 0.94 2.17 1.22
H 4.09 3.39 -0.96
H 0.61 1.07 -2.91
H 1.63 -5.07 -0.80
C 4.41 -2.15 4.22
H -2.77 3.41 -3.80
C -2.08 1.82 -2.52
H 3.45 -0.22 -0.07
C 2.79 1.66 -0.97
Cl -5.53 -5.33 1.78
H -2.44 0.66 1.97
C -3.54 -3.74 2.71
Ir 0.03 -0.14 -0.21
C 1.28 1.46 -0.85
C 3.26 -1.44 3.92
H 4.82 -2.11 5.22
H 3.28 1.11 1.07
H -3.29 3.54 -0.35
H -2.59 1.04 -4.46
C 3.35 -2.26 1.65
Te 0.97 -0.42 2.31
*
```

---

No. 5
Here is a 2-piece molecular cluster, C2H8S2 overall from OMol25. Energies are from ωB97M-V/def2-TZVPD.

Output
* SMILES: CSS.C
* HOMO-LUMO gap: 0.34330 hartree
* ΔE to the lowest compared entry with this formula, charge and spin: 19.2 kJ/mol
* largest force on an atom: 1.1 eV Å⁻¹
* LUMO: 0.7663 eV

The geometry in ORCA input format:
```
! wB97M-V def2-TZVPD RIJCOSX def2/J DEFGRID3
* xyz 0 1
C -0.05 0.19 -2.48
H -0.83 -0.21 -1.84
H -0.45 0.76 3.44
H -0.41 0.89 -3.23
S 0.34 -1.17 2.39
H -1.40 0.33 1.92
S 0.58 -1.78 0.47
H 0.17 1.24 1.89
C -0.43 0.48 2.39
H 0.76 0.68 -1.94
H 1.36 -0.76 0.03
H 0.37 -0.64 -3.05
*
```

---

No. 6
Here is a 2-piece molecular cluster, C11H24OSi overall from OMol25. Energies are from ωB97M-V/def2-TZVPD.

Output
* HOMO-LUMO gap (alpha / beta): 0.28933 / 0.24838 hartree
* ΔE to the lowest compared entry with this formula, charge and spin: 542.6 kJ/mol
* largest force on an atom: 4.2 eV Å⁻¹
* LUMO (alpha / beta): 0.1487 / 0.0337 eV

The geometry in ORCA input format:
```
! wB97M-V def2-TZVPD RIJCOSX def2/J DEFGRID3
* xyz 0 1
C -0.09 1.95 -1.56
H 2.27 -2.48 2.89
H 3.48 1.65 -0.34
H -2.71 -0.23 1.82
H -1.36 -4.17 -1.17
H -1.74 2.38 -2.88
C 1.95 2.40 0.96
H 0.14 -4.35 -2.09
H -0.70 0.96 2.33
C -2.00 -0.10 1.08
C -1.15 1.17 1.37
C 0.51 -1.95 0.20
C -1.60 1.98 -1.92
H 3.51 0.79 1.42
H -2.18 2.72 -1.31
O 1.30 -2.61 1.12
H 1.92 3.33 0.41
H -0.62 -0.61 -2.06
H -2.08 0.89 -1.99
H -1.90 -1.60 -1.66
C 3.38 1.71 0.81
C -0.81 -1.66 -1.81
H 0.57 -2.53 3.15
H 4.16 2.48 1.22
C -0.11 -2.47 -0.83
H 1.32 -1.05 2.63
H -0.82 -2.20 -2.72
H -2.56 0.01 0.09
C 1.34 -2.09 2.44
H 0.13 -4.62 -0.31
Si 0.38 1.41 0.26
C -0.33 -3.98 -1.14
H 0.50 1.48 -2.37
H 0.21 3.01 -1.59
H 1.87 2.67 2.01
H -1.23 -0.94 0.91
H -1.77 2.01 1.54
*
```

---

No. 7
Here is C34H32HgN7Si as an isolated structure from OMol25. Energies are from ωB97M-V/def2-TZVPD.

Output
* HOMO-LUMO gap (alpha / beta): 0.15729 / 0.23308 hartree
* ΔE to the lowest compared entry with this formula, charge and spin: 49.2 kJ/mol
* ⟨S²⟩: 0.775
* largest force on an atom: 1.4 eV Å⁻¹
* LUMO (alpha / beta): -0.4970 / -0.4977 eV

The geometry in ORCA input format:
```
! wB97M-V def2-TZVPD RIJCOSX def2/J DEFGRID3
* xyz 0 2
N -0.12 2.21 -0.66
H 3.87 0.63 3.54
N 0.30 4.34 -1.12
C -1.13 0.27 2.83
H -1.06 -1.11 -2.23
C 1.53 5.40 -2.94
C 2.41 0.60 1.94
C -2.87 -3.90 -2.92
H 0.39 -5.86 1.12
H 0.66 8.87 -1.51
C 1.18 -5.32 0.61
C -0.94 -2.93 -1.08
C 1.22 0.51 2.77
H -1.17 -4.84 -0.16
H 1.44 -3.55 3.28
H -0.29 -3.51 2.98
H 3.19 -3.17 -0.49
C -3.63 0.07 2.65
C 2.16 8.95 -3.71
C 3.28 0.73 -0.21
H -2.70 -1.97 -3.84
H -3.73 0.12 3.72
C -4.60 -0.12 0.48
C -2.36 -2.61 -3.03
C 0.67 -3.10 2.66
N 2.23 0.60 0.59
C 2.86 -2.89 0.50
C 0.35 3.05 -1.55
H -3.16 -0.11 -1.11
C -3.32 -0.08 -0.04
C -1.48 -4.22 -0.98
C 1.25 0.63 4.15
H 5.78 0.91 2.04
C 0.74 5.49 -1.78
H 1.18 -5.63 -0.43
H 3.51 -3.37 1.22
N -2.23 0.03 0.71
H 2.12 -5.65 1.05
C 3.71 0.69 2.48
C -4.75 -0.05 1.87
H -2.04 0.35 4.78
H -0.43 5.14 0.74
H 2.19 0.76 4.67
H 5.39 1.01 -0.43
H -5.73 -0.08 2.32
H -2.80 -5.70 -1.75
H 2.60 6.44 -4.46
Hg 0.06 -0.27 0.01
Si 1.04 -3.42 0.81
H 2.99 -1.82 0.60
C 0.90 7.90 -1.91
N 2.54 9.90 -4.24
H -5.46 -0.20 -0.16
H 1.78 4.43 -3.34
H 0.72 2.75 -2.52
C -0.26 4.28 0.13
H 0.66 -2.04 2.88
N 0.03 0.33 2.13
C 0.08 0.57 4.88
C 0.43 6.76 -1.29
C 1.99 6.53 -3.57
H -0.19 6.88 -0.41
C 1.69 7.80 -3.06
H -3.61 -4.27 -3.62
H -0.94 2.54 1.28
C -2.42 -4.69 -1.88
C -0.51 2.97 0.40
C 4.57 0.88 0.25
C -1.13 0.39 4.21
H 3.07 0.72 -1.27
H 0.09 0.67 5.95
N 0.02 -2.46 -0.23
C -2.36 0.11 2.05
C 4.78 0.84 1.64
C -1.43 -2.14 -2.13
*
```

---

No. 8
Here is C5H8O as an isolated structure from OMol25. Energies are from ωB97M-V/def2-TZVPD.

Output
* HOMO-LUMO gap: 0.32781 hartree
* ΔE to the lowest compared entry with this formula, charge and spin: 451.0 kJ/mol
* largest force on an atom: 0.5 eV Å⁻¹
* LUMO: 0.5852 eV

The geometry in ORCA input format:
```
! wB97M-V def2-TZVPD RIJCOSX def2/J DEFGRID3
* xyz 0 1
C -0.95 0.05 -0.78
O -0.18 0.88 0.48
C -2.04 -0.74 -0.13
H -2.76 -0.08 0.37
C 0.27 -0.63 -1.22
H 3.03 -0.46 -0.25
H -1.62 -1.45 0.60
H 2.33 -0.13 1.35
C 2.32 0.17 0.30
H -2.56 -1.32 -0.90
C 1.01 -0.03 -0.32
H -1.31 0.87 -1.41
H 2.68 1.21 0.24
H -0.03 1.82 0.27
*
```

---

no.,E_tot (eV)
1,-87790.269
2,-7234.186
3,-19256.679
4,-77132.054
5,-23873.948
6,-21715.492
7,-58260.650
8,-7357.581